Record 1
67
Properties=species:S:1:pos:R:3:forces:R:3:mulliken_charge:R:1 method="wB97M-V/def2-TZVPD" de_lowest_kcal_mol=0.0 e_homo_ev=-8.57 gap_ha=0.3292 smiles="Cc1nc2nc(SCC(=O)NCCCN3CCC[C@@H](C)C3)nn2c(C)c1Cc1ccccc1Cl"
C 3.248 1.339 -1.531 0.0 0.0 -0.1 -1.34
C 2.265 0.273 -1.175 -0.2 -0.1 0.0 1.82
N 1.386 -0.007 -2.112 0.3 0.4 -0.5 -0.62
C 0.469 -0.914 -1.853 -0.2 -0.6 0.8 0.00
N -0.531 -1.346 -2.600 -0.2 0.1 -0.6 -0.63
C -1.166 -2.217 -1.805 0.6 0.2 0.6 0.12
N -0.641 -2.376 -0.593 -0.7 -0.8 0.4 -1.50
N 0.410 -1.553 -0.611 0.2 0.7 -1.2 1.09
C 1.287 -1.294 0.373 0.4 0.4 0.3 1.59
C 2.272 -0.364 0.092 -0.4 -0.1 0.1 -0.23
C 3.308 -0.014 1.130 -0.1 -0.1 -0.1 -1.51
C 4.730 -0.191 0.663 0.1 -0.1 0.1 -0.16
C 5.646 0.847 0.792 0.0 -0.1 0.0 -0.17
C 6.961 0.707 0.389 0.0 0.1 0.0 -0.83
C 7.391 -0.490 -0.158 0.0 0.0 0.0 -0.39
C 6.503 -1.542 -0.288 0.0 0.0 0.0 -0.70
C 5.190 -1.391 0.127 0.2 0.2 0.0 0.97
Cl 4.127 -2.750 -0.037 0.1 -0.3 0.0 -0.20
H 6.824 -2.484 -0.704 0.0 -0.1 0.0 0.44
H 8.414 -0.608 -0.480 0.1 0.0 0.0 0.39
H 7.649 1.531 0.501 0.1 0.1 0.0 0.39
H 5.317 1.785 1.216 -0.1 0.1 0.0 0.38
H 3.159 -0.643 2.008 0.0 0.1 0.0 0.39
H 3.169 1.026 1.436 0.0 0.0 0.1 0.38
C 1.097 -2.028 1.657 -0.1 -0.1 0.0 -1.92
H 0.213 -2.656 1.578 0.0 0.0 0.1 0.30
H 0.964 -1.333 2.485 0.0 0.0 0.0 0.35
H 1.960 -2.659 1.868 0.1 0.0 0.0 0.51
S -2.589 -3.053 -2.317 -0.4 -0.4 -0.1 -0.27
C -2.936 -4.014 -0.813 0.2 0.2 -0.2 -0.60
H -3.656 -4.777 -1.114 0.0 0.0 0.0 0.53
H -2.016 -4.506 -0.499 -0.1 0.0 0.1 0.29
C -3.520 -3.257 0.381 0.1 -0.1 -0.6 0.55
O -3.634 -3.825 1.447 0.0 -0.2 0.4 -0.68
N -3.928 -2.002 0.147 -0.1 0.4 -0.1 -0.06
C -4.498 -1.173 1.187 0.0 -0.1 0.5 -1.10
H -5.257 -1.762 1.710 0.0 0.1 -0.1 0.37
C -3.454 -0.702 2.203 0.1 0.1 -0.3 -1.23
C -2.289 0.021 1.525 -0.1 -0.1 0.2 0.09
N -2.725 1.060 0.609 0.2 0.0 0.1 0.95
C -1.672 1.432 -0.316 -0.1 0.0 -0.3 0.09
C -2.183 2.386 -1.394 0.4 0.2 0.1 0.79
C -1.064 2.724 -2.372 -0.3 -0.2 0.1 -1.70
H -1.435 3.370 -3.164 0.0 0.1 -0.1 0.45
H -0.662 1.818 -2.821 0.1 -0.1 -0.1 0.38
H -0.253 3.239 -1.859 0.1 0.1 0.0 0.32
C -2.757 3.634 -0.727 -0.3 -0.3 -0.1 -1.05
C -3.815 3.221 0.290 0.2 0.1 0.2 -0.77
C -3.225 2.238 1.295 -0.3 0.0 -0.1 -0.68
H -3.998 1.931 2.002 0.0 0.0 0.1 0.35
H -2.418 2.736 1.867 0.0 -0.1 0.0 0.29
H -4.646 2.739 -0.228 -0.1 0.0 0.0 0.29
H -4.201 4.095 0.820 -0.1 0.0 0.0 0.41
H -3.190 4.298 -1.478 0.0 0.1 0.0 0.36
H -1.954 4.177 -0.221 0.1 0.1 0.0 0.33
H -2.988 1.877 -1.934 0.0 0.0 0.0 0.21
H -1.307 0.526 -0.804 0.0 0.0 0.0 -0.92
H -0.816 1.899 0.211 0.0 0.0 0.0 0.24
H -1.733 -0.719 0.944 0.0 0.0 0.0 -0.51
H -1.606 0.420 2.299 0.0 0.0 -0.1 0.42
H -3.945 -0.058 2.932 0.0 0.0 0.1 0.45
H -3.059 -1.571 2.730 0.0 0.0 0.1 0.57
H -4.962 -0.313 0.706 0.0 -0.1 0.0 0.49
H -3.703 -1.565 -0.733 0.0 -0.1 0.0 0.33
H 2.936 1.794 -2.466 0.0 0.0 0.0 0.43
H 3.299 2.097 -0.752 0.1 0.1 0.1 0.41
H 4.242 0.916 -1.658 0.1 0.0 0.0 0.24

Record 2
79
Properties=species:S:1:pos:R:3:forces:R:3:mulliken_charge:R:1 method="wB97M-V/def2-TZVPD" de_lowest_kcal_mol=19.0 e_homo_ev=-1.57 gap_ha=0.1964 charge=-2
Cs -3.314 -2.330 -1.746 0.3 0.0 -0.2 0.97
C 0.211 -2.030 3.575 -0.1 -0.1 0.0 -1.61
C -0.731 -1.598 2.453 0.0 0.1 0.0 0.51
C -1.031 -2.785 1.536 0.1 -0.1 0.1 -1.31
P -0.247 -0.159 1.327 0.1 0.0 0.0 0.76
C -1.022 1.292 2.217 0.0 0.0 0.0 0.68
C -0.588 2.567 1.493 0.0 0.0 0.0 -1.34
C -0.844 1.454 3.726 0.0 0.0 0.0 -1.53
C 1.546 0.094 1.553 0.0 0.0 -0.1 -0.03
C 2.137 0.212 2.812 0.0 0.1 0.1 0.59
C 3.492 0.410 3.033 0.0 0.0 0.0 -0.11
C 4.065 0.488 4.425 0.0 0.0 0.0 -1.69
C 4.299 0.480 1.893 0.0 0.0 0.0 -1.03
C 3.778 0.378 0.627 0.1 0.0 0.0 -0.55
C 2.372 0.211 0.371 0.0 0.0 0.0 -0.31
N 1.867 0.157 -0.861 -0.1 0.0 0.1 0.07
C 2.731 0.386 -1.922 0.2 0.0 0.0 -1.12
C 3.106 -0.659 -2.788 0.0 0.0 0.0 1.52
C 2.546 -2.042 -2.590 0.0 0.0 0.0 -1.78
C 3.975 -0.408 -3.846 0.0 0.0 0.0 -0.94
C 4.484 0.858 -4.102 -0.1 0.0 0.0 1.12
C 5.441 1.106 -5.239 0.0 0.0 0.0 -1.62
C 4.076 1.894 -3.268 0.0 0.0 0.0 -1.13
C 3.217 1.683 -2.199 0.0 0.1 0.0 1.85
C 2.773 2.831 -1.336 0.0 0.0 0.0 -1.58
H -0.160 -2.953 4.034 0.0 0.0 0.0 0.47
H 0.298 -1.283 4.364 0.0 -0.1 0.0 0.28
H 1.215 -2.221 3.190 0.0 0.0 0.0 0.32
H -1.683 -1.286 2.897 0.0 0.0 0.0 0.37
H -0.148 -3.072 0.959 0.0 0.0 0.0 0.31
H -1.816 -2.512 0.835 0.0 -0.1 0.0 -0.03
H -1.370 -3.657 2.105 0.0 0.0 0.0 0.46
H -2.089 1.134 2.021 0.0 0.0 0.0 0.22
H 0.485 2.729 1.630 0.0 0.0 0.0 0.25
H -1.121 3.439 1.887 0.0 0.0 0.0 0.53
H -0.777 2.501 0.419 0.0 0.0 0.1 -0.02
H 0.173 1.765 3.970 0.0 0.0 0.0 0.30
H -1.068 0.537 4.275 0.0 0.0 0.0 0.28
H -1.520 2.234 4.095 0.0 0.0 0.0 0.47
H 1.505 0.139 3.689 0.0 0.1 -0.1 0.12
H 3.306 0.802 5.145 0.0 0.0 0.0 0.36
H 4.887 1.208 4.478 0.0 0.0 0.0 0.38
H 4.459 -0.475 4.771 0.0 0.0 0.0 0.28
H 5.373 0.614 2.010 0.0 0.0 0.0 0.31
H 4.448 0.435 -0.224 0.0 0.0 0.0 0.38
H 2.182 -2.160 -1.570 0.0 0.0 0.0 0.23
H 3.298 -2.805 -2.798 0.0 0.0 0.0 0.49
H 1.703 -2.219 -3.265 0.0 0.0 0.0 0.28
H 4.251 -1.232 -4.500 0.0 0.0 0.0 0.28
H 5.371 0.315 -5.988 0.0 0.0 0.0 0.37
H 6.479 1.143 -4.894 0.0 0.0 0.0 0.27
H 5.229 2.057 -5.734 0.0 0.0 0.0 0.35
H 4.425 2.905 -3.468 0.0 0.0 0.0 0.27
H 2.987 3.786 -1.823 0.0 0.0 0.0 0.47
H 3.272 2.816 -0.363 0.0 0.0 0.0 0.29
H 1.702 2.759 -1.137 0.0 0.0 0.0 0.16
I 0.624 1.205 -4.871 -0.1 0.0 0.0 -0.01
C -0.629 0.500 -3.304 -0.1 0.1 -0.2 -0.25
I -1.808 2.028 -2.420 0.0 0.0 0.0 0.06
H -0.005 0.086 -2.517 0.1 0.0 0.1 -0.28
H -1.309 -0.209 -3.768 0.1 -0.1 0.1 0.49
F -4.488 1.745 0.770 0.0 0.0 0.0 -0.19
C -5.516 2.099 0.001 0.0 0.0 0.0 0.58
F -6.474 2.618 0.778 0.1 0.0 0.0 -0.25
F -5.106 3.046 -0.848 0.0 0.0 0.0 -0.21
S -6.142 0.662 -0.964 -0.1 0.2 -0.1 0.98
O -4.981 0.169 -1.658 -0.1 -0.2 0.1 -0.55
O -7.218 1.193 -1.746 0.0 0.0 0.0 -0.65
N -6.642 -0.231 0.222 0.0 0.0 0.1 -0.35
S -6.411 -1.767 0.379 0.0 0.0 0.2 0.98
O -5.060 -2.163 0.704 -0.1 0.1 0.0 -0.51
O -7.114 -2.576 -0.578 0.0 0.0 0.0 -0.66
C -7.320 -1.969 1.966 0.0 0.0 0.0 0.50
F -8.604 -1.622 1.848 0.0 0.0 0.0 -0.22
F -7.267 -3.258 2.322 0.0 0.0 0.0 -0.22
F -6.770 -1.242 2.939 -0.1 0.0 0.0 -0.22
O -2.049 -4.919 -2.783 -0.3 0.5 0.2 -0.67
S -1.598 -4.355 -4.092 0.6 -0.7 -0.8 0.26
N -1.750 -2.971 -4.538 -0.3 0.2 0.6 -0.49

Record 3
61
Properties=species:S:1:pos:R:3:forces:R:3:mulliken_charge:R:1 method="wB97M-V/def2-TZVPD" de_lowest_kcal_mol=101.3 e_homo_ev="-5.88 / -7.79" s_squared=8.7956 gap_ha="0.2373 / 0.3069" multiplicity=6
O -0.142 -1.057 -1.421 0.4 1.1 -3.9 0.04
C -0.149 0.083 -2.390 0.1 1.1 0.8 -0.15
C -0.254 -0.754 -3.639 0.0 0.1 0.6 -0.65
H 0.787 0.653 -2.330 -0.4 0.0 0.3 0.24
H -1.033 0.723 -2.255 0.5 0.0 0.3 -0.24
C -0.142 -1.901 -2.637 0.1 -1.5 -0.8 1.42
H 0.595 -0.645 -4.319 -0.3 -0.1 0.0 0.33
H -1.220 -0.669 -4.145 0.3 -0.1 0.0 0.32
C 1.171 -2.619 -2.857 0.2 -0.4 0.1 -1.79
H 2.000 -1.909 -2.806 0.0 -0.1 0.0 0.47
H 1.175 -3.084 -3.855 -0.1 0.2 0.3 0.47
H 1.318 -3.411 -2.122 0.2 0.1 -0.1 0.30
C -1.333 -2.829 -2.682 -0.1 -0.4 0.1 -1.69
H -2.256 -2.252 -2.763 0.0 -0.1 0.1 0.43
H -1.372 -3.455 -1.787 -0.1 0.1 -0.2 0.14
H -1.256 -3.492 -3.556 0.0 0.2 0.1 0.51
Fe -0.421 -1.372 0.885 1.4 1.9 -0.8 0.75
C -2.317 -1.815 1.843 -1.1 1.2 -0.2 -0.68
C -1.839 -0.555 2.291 -1.9 0.4 -0.1 -0.58
C -1.587 0.286 1.149 -2.9 -0.2 -0.4 -1.30
H -1.848 -0.224 3.322 0.4 -0.2 -0.3 0.81
C -2.024 -0.456 -0.013 -2.0 0.7 1.7 -0.29
C -2.363 -1.792 0.406 -2.0 1.1 0.1 -1.21
H -2.714 -2.584 -0.242 0.1 0.1 0.2 0.51
H -2.638 -2.625 2.491 0.3 0.1 -0.2 0.54
H -1.299 1.323 1.155 0.0 0.0 0.1 0.69
H -2.257 0.001 -0.961 0.5 -0.3 -0.1 1.12
C 0.516 -2.533 2.477 1.1 -1.7 0.2 -0.77
C -0.118 -3.408 1.552 1.7 -0.8 0.0 -1.37
C 0.382 -3.109 0.247 1.5 -1.7 0.6 0.11
H -0.829 -4.201 1.786 0.1 0.5 -0.1 0.53
C 1.390 -2.067 0.382 1.1 -1.5 0.8 -0.58
C 1.467 -1.730 1.770 1.5 -1.4 -0.1 -0.63
H 2.310 -1.177 2.185 -0.6 -0.2 -0.1 0.72
H 0.385 -2.547 3.556 -0.1 0.1 -0.5 0.53
H 0.150 -3.684 -0.642 0.0 0.3 0.4 0.80
H 2.062 -1.666 -0.374 -0.5 -0.1 0.2 0.48
O 1.540 2.846 -1.567 -1.4 0.5 0.1 -0.47
C 0.483 2.806 -0.576 0.3 -0.1 0.4 1.38
C -0.745 3.566 -1.108 0.3 -0.4 -0.3 -0.62
H 0.839 3.269 0.367 -0.1 -0.2 -0.5 0.22
H 0.263 1.742 -0.354 0.1 0.6 -0.2 -1.36
C -0.151 4.491 -2.196 0.1 -0.1 0.6 -0.60
H -1.241 4.118 -0.298 0.1 -0.2 -0.3 0.47
H -1.462 2.851 -1.539 0.1 0.3 0.1 0.16
C 1.239 3.907 -2.497 0.4 -0.1 -0.2 -0.53
H -0.042 5.501 -1.791 -0.1 -0.1 -0.2 0.26
H -0.781 4.531 -3.086 0.1 0.1 0.1 0.30
H 2.020 4.675 -2.408 -0.2 -0.1 0.0 0.30
H 1.285 3.499 -3.518 0.1 0.0 0.3 0.32
C 1.452 2.211 4.434 0.1 0.1 -0.3 -0.64
C 0.818 1.079 4.958 -0.1 -0.3 -0.5 -0.85
C 0.399 0.054 4.083 0.3 1.1 0.9 -0.09
C 0.615 0.220 2.733 0.4 0.0 0.3 0.23
C 1.330 1.256 2.190 0.3 1.1 1.0 -0.29
C 1.721 2.305 3.059 -0.3 -0.7 -0.1 -0.84
H 1.753 3.023 5.098 -0.1 -0.2 -0.2 0.38
H 0.631 0.979 6.030 0.1 0.1 -0.3 0.38
H -0.106 -0.816 4.508 0.1 0.3 -0.2 0.23
H 1.613 1.270 1.138 -0.1 0.0 0.3 0.88
H 2.229 3.174 2.644 0.0 -0.1 0.2 0.43